P.
A molecular structure, C18H8BeClF3INOSe2Te2. Source: the Open Molecules 2025 dataset; level of theory: ωB97M-V with the def2-TZVPD basis set.

XYZ file:
```
38
C18H8BeClF3INOSe2Te2 ωB97M-V with the def2-TZVPD basis set
Be 12.097 10.925 6.234
Se 16.638 11.663 6.475
Te 15.857 11.712 9.044
Te 13.447 9.876 8.715
Se 13.922 9.348 6.220
Cl 5.668 10.558 5.923
C 7.256 10.771 6.501
C 7.596 12.058 7.054
C 8.834 12.248 7.629
I 9.354 13.473 9.142
C 9.878 11.449 7.095
O 11.129 11.848 7.113
C 9.565 10.315 6.320
N 10.734 9.889 5.715
C 10.605 8.797 4.959
C 9.357 8.154 4.761
C 8.207 8.629 5.384
C 8.219 9.812 6.203
H 6.890 12.898 7.156
H 11.468 8.424 4.458
H 9.290 7.312 4.075
H 7.269 8.091 5.352
F 12.430 17.753 4.921
C 13.719 17.489 5.326
F 13.857 18.012 6.675
F 14.552 18.275 4.589
C 14.052 16.091 5.318
C 13.006 15.204 5.231
C 13.268 13.855 5.154
C 14.516 13.409 5.560
C 15.581 14.355 5.661
C 15.362 15.705 5.559
C 14.811 11.985 5.834
C 13.780 11.140 5.768
H 11.992 15.590 5.285
H 12.472 13.196 4.900
H 16.580 13.929 5.993
H 16.156 16.485 5.736
```

As for the LUMO energy (spin up / spin down): 4.051 / 4.067 eV. Its total charge is -2. Its HOMO-LUMO gap (spin up / spin down) is 0.144 / 0.163 hartree.

Q.
A molecular structure, C18H8BeClF3INOSe2Te2. Source: the Open Molecules 2025 dataset; level of theory: ωB97M-V with the def2-TZVPD basis set.

XYZ file:
```
38
C18H8BeClF3INOSe2Te2 ωB97M-V with the def2-TZVPD basis set
Be -12.076 -10.952 6.684
Se -14.322 -14.348 4.972
Te -16.544 -13.186 4.492
Te -15.719 -11.035 5.469
Se -13.168 -11.690 4.851
Cl -7.452 -6.827 7.758
C -8.506 -8.125 7.940
C -8.841 -8.643 9.196
C -9.854 -9.595 9.326
I -10.138 -10.803 10.943
C -10.733 -9.800 8.213
O -11.868 -10.472 8.180
C -10.309 -9.299 6.918
N -10.997 -9.772 5.830
C -10.552 -9.561 4.582
C -9.530 -8.681 4.291
C -8.875 -8.159 5.409
C -9.175 -8.494 6.756
H -8.220 -8.290 10.041
H -11.144 -10.087 3.829
H -9.335 -8.353 3.273
H -8.052 -7.448 5.318
F -9.596 -17.607 11.310
C -10.239 -18.100 10.153
F -11.233 -18.948 10.581
F -9.300 -18.864 9.454
C -10.813 -16.959 9.374
C -9.969 -15.840 9.090
C -10.372 -14.941 8.111
C -11.712 -14.938 7.615
C -12.577 -16.075 7.897
C -12.110 -17.070 8.734
C -12.173 -13.831 6.890
C -12.300 -12.642 6.444
H -9.073 -15.709 9.725
H -9.647 -14.248 7.680
H -13.617 -16.114 7.524
H -12.707 -17.926 8.991
```

As for the LUMO energy (spin up / spin down): 3.685 / 3.681 eV. Its total charge is -2. Its HOMO-LUMO gap (spin up / spin down) is 0.118 / 0.117 hartree.

Which of them is the most stable, and which is the least stable? P and Q, in that order.